The following is a DFT calculation (ωB97M-V with the def2-TZVPD basis set) of a structure of composition C29H47F3NOSV.

Geometry as XYZ:
```
83
Properties=species:S:1:pos:R:3:forces:R:3:mulliken_spin:R:1
V 0.415 0.208 0.947 -0.0726 -0.1581 -0.1907 2.030
S 1.262 -2.918 1.269 0.0705 0.1962 -0.0513 0.012
F -6.145 0.959 -1.125 0.0055 -0.0183 -0.0145 0.000
F -6.044 -1.201 -0.996 0.0094 0.0071 -0.0125 0.000
F -5.330 -0.186 -2.774 -0.0084 -0.0027 -0.0075 0.000
O 0.837 -1.626 0.475 0.1304 0.0862 0.4014 0.066
N -1.550 0.266 0.352 -0.3512 0.1083 -0.2547 -0.025
C -1.573 3.790 1.080 -0.0521 -0.0076 -0.0058 -0.002
C 3.108 -3.229 -0.892 0.0266 -0.0195 -0.0060 0.002
C 3.040 1.552 -0.469 -0.0426 -0.0571 0.0215 -0.084
C -0.924 3.218 2.348 0.0098 -0.0607 -0.0504 -0.011
C 3.658 2.937 -0.694 0.0118 0.0086 -0.0076 -0.005
C -5.418 -0.113 -1.447 -0.0228 0.0349 0.0299 0.000
C -2.993 0.582 -1.528 -0.0434 -0.0547 0.0745 -0.001
C 2.454 -4.288 -1.770 0.0111 -0.0175 -0.0054 0.000
C 1.048 1.370 2.768 0.0112 -0.0346 0.0673 0.159
C -4.040 0.006 -0.821 0.1361 0.0307 -0.0042 -0.001
C -1.110 -4.250 1.512 -0.0117 0.0536 0.0440 0.000
C -3.826 -0.434 0.477 -0.0142 0.0062 0.0029 0.005
C 2.180 1.042 1.968 0.0322 0.1038 -0.0766 -0.104
C 2.052 -0.194 4.470 0.0044 0.0025 -0.0116 0.006
C -1.766 0.695 -0.903 -0.0410 0.0283 -0.1072 0.035
C 4.145 0.541 -0.163 -0.0010 0.0030 -0.0199 0.005
C -0.274 4.398 3.098 -0.0219 0.0206 -0.0183 -0.005
C 0.865 2.388 0.712 0.1514 -0.1855 0.1433 0.015
C -0.835 -4.855 2.881 -0.0208 -0.0336 0.0033 0.000
C 2.276 1.116 -1.726 0.0216 0.0097 -0.0204 0.023
C -2.056 2.623 3.188 0.0106 -0.0159 0.0003 0.013
C 2.072 1.644 0.693 0.1642 0.0774 -0.0254 0.106
C 0.131 -4.158 0.631 -0.0231 0.0103 -0.1069 0.000
C 0.233 2.278 1.984 0.0539 -0.0607 0.0962 -0.274
C 2.879 -3.356 0.610 -0.0412 0.0596 -0.0886 0.001
C 0.711 1.700 5.280 0.0044 0.0148 0.0178 -0.005
C 0.845 0.694 4.133 -0.0117 0.0236 -0.0428 -0.051
C -2.569 -0.287 1.025 -0.0210 -0.0961 0.1205 0.039
C -0.373 -0.240 4.058 0.0107 -0.0234 0.0234 0.114
H -1.742 2.260 4.160 0.0096 -0.0008 -0.0100 0.000
H 4.820 0.462 -1.015 0.0058 0.0015 -0.0033 0.001
H 4.192 3.278 0.194 0.0051 -0.0045 0.0113 0.000
H -1.299 0.285 3.841 -0.0317 0.0260 0.0055 0.005
H -3.128 0.931 -2.542 0.0281 0.0105 -0.0002 -0.001
H -0.433 -5.864 2.783 0.0006 -0.0095 0.0078 0.000
H 3.043 -4.371 0.984 0.0198 -0.0089 0.0024 0.000
H -0.121 -4.263 3.458 0.0074 0.0164 0.0016 0.000
H -0.501 -0.772 5.003 -0.0160 0.0150 0.0097 0.006
H -2.386 4.453 1.372 -0.0037 0.0025 -0.0090 0.000
H 3.551 -2.694 1.161 -0.0015 -0.0300 0.0316 0.000
H 2.188 -1.004 3.747 -0.0078 -0.0053 0.0005 0.001
H 2.951 1.053 -2.579 0.0071 -0.0002 -0.0011 0.002
H -4.619 -0.888 1.055 -0.0088 0.0022 -0.0088 0.000
H 1.593 2.341 5.330 0.0126 0.0030 -0.0059 0.000
H -2.359 -0.620 2.033 -0.0152 0.0027 0.0004 -0.030
H 2.976 0.380 4.533 0.0125 0.0101 0.0080 -0.001
H 3.736 -0.455 0.030 -0.0142 0.0085 -0.0049 -0.004
H 2.864 -4.228 -2.776 -0.0094 -0.0137 -0.0132 0.000
H 1.376 -4.162 -1.858 -0.0020 0.0136 -0.0014 0.000
H 2.654 -5.294 -1.398 0.0021 -0.0089 0.0014 0.000
H -0.216 -1.022 3.296 0.0087 0.0032 -0.0179 -0.037
H 4.192 -3.291 -1.013 -0.0121 0.0297 0.0018 0.000
H 1.825 0.123 -1.601 -0.0078 -0.0045 0.0122 -0.003
H -1.753 -4.921 3.462 0.0016 -0.0037 0.0142 0.000
H -0.103 -3.850 -0.388 0.0512 -0.0293 -0.0014 -0.001
H -2.797 3.402 3.367 -0.0085 -0.0007 0.0005 0.000
H 0.688 -5.096 0.603 -0.0349 -0.0275 0.0139 0.000
H 4.737 0.845 0.700 0.0166 0.0092 0.0138 0.000
H -2.565 1.815 2.657 -0.0047 -0.0015 0.0075 -0.006
H 0.642 1.158 6.223 -0.0046 0.0095 0.0103 0.000
H -1.041 5.131 3.350 -0.0030 0.0067 0.0031 0.000
H 2.898 3.680 -0.940 -0.0185 0.0050 -0.0056 0.001
H 0.470 4.891 2.471 0.0034 -0.0021 -0.0138 0.000
H 1.885 -0.657 5.442 0.0044 -0.0064 0.0075 0.000
H -0.879 4.385 0.487 -0.0002 0.0238 -0.0079 0.000
H -2.002 3.008 0.447 0.0103 0.0280 0.0149 0.001
H -1.839 -4.855 0.972 0.0028 -0.0014 -0.0009 0.000
H 4.367 2.896 -1.521 0.0100 0.0056 -0.0076 0.000
H -0.923 1.147 -1.414 -0.0193 -0.0023 -0.0051 0.001
H 0.215 4.089 4.018 0.0113 -0.0378 0.0540 0.000
H 1.494 1.833 -1.988 -0.0153 0.0056 -0.0074 0.015
H 2.986 0.397 2.275 -0.0052 -0.0326 -0.0105 -0.016
H -1.558 -3.254 1.610 -0.0033 -0.0129 -0.0150 0.000
H 2.829 -2.225 -1.219 -0.0193 -0.0139 0.0109 0.000
H 0.504 2.983 -0.111 -0.0269 -0.0213 0.0036 -0.002
H -0.162 2.338 5.205 -0.0121 0.0021 -0.0150 0.001
```
Positions in Å, forces in eV/Å.

Its energy above the lowest of the compared OMol25 structures with the same formula, charge and spin is 0.0 kcal per mole. The HOMO energy (spin up / spin down) is -15.34 / -15.09 eV. The net charge is +2. As for the multiplicity: 3. The HOMO-LUMO gap (spin up / spin down) is 8.4 / 8.6 eV.

=====

The following is a DFT calculation (ωB97M-V with the def2-TZVPD basis set) of a cluster of 6 separate species, C29H47F4INO16PS in total at a distorted geometry.

Geometry as XYZ:
```
100
Properties=species:S:1:pos:R:3:forces:R:3:lowdin_charge:R:1
I -3.748 1.158 -2.541 -1.1563 0.1680 -0.0158 0.437
S 0.504 0.929 -0.407 0.9572 -0.7216 0.2346 0.545
P -1.374 1.035 -1.513 -0.1190 1.5437 0.8847 0.433
F -2.152 -1.105 -2.926 -1.0310 -0.8204 -1.1799 -0.032
F 0.218 -2.320 -3.191 0.0491 -0.9413 -0.0212 0.100
F -0.060 -0.448 -4.180 -0.2723 1.1330 -1.3110 0.132
F -1.217 -1.596 -1.111 0.5339 -0.6547 1.2804 0.081
O -0.062 -1.210 4.488 0.0070 0.0361 -0.0433 0.152
O -2.015 3.750 1.321 0.1311 0.0043 -0.1371 0.139
O -1.830 -5.392 4.167 -0.3115 -0.2114 -0.3206 0.081
O -3.150 -2.165 2.550 -0.1347 -0.0852 0.1558 0.063
O 4.680 4.648 -5.218 -0.1555 -0.0652 -0.0958 0.060
O 2.531 5.216 -4.834 0.0447 0.2261 -0.3238 0.159
O 3.716 2.440 -0.332 -0.3118 1.9502 2.0382 0.084
O -2.073 2.413 3.131 0.1864 0.2778 -0.2359 0.082
O -2.009 -6.362 2.140 -0.0338 0.1063 0.0108 0.146
O -3.853 -5.751 3.288 0.1833 -0.0401 0.0030 0.059
O 0.639 -3.234 3.781 -0.1551 0.2986 -0.0984 0.089
O 0.259 -1.614 2.294 0.0569 -0.0049 0.1754 0.040
O -3.941 -2.009 4.648 -0.2698 0.3081 -0.0305 0.141
O -0.508 3.999 2.987 -0.2079 -0.0519 -0.0328 0.062
O -5.320 -1.746 2.876 0.5176 -0.0407 0.1862 0.098
O 3.239 4.735 -6.923 0.1531 0.0558 0.3310 0.093
N 3.181 1.894 -2.438 1.2929 0.4532 -0.8125 -0.095
C -5.065 -1.538 1.471 -0.4818 -0.0859 -0.5131 -0.317
C 3.830 1.244 -3.591 -0.2916 -0.3033 0.6857 -0.048
C -2.513 -5.883 3.109 0.1353 0.0028 -0.0161 -0.570
C 0.248 -1.951 3.608 -0.0712 -0.0113 0.0641 -0.557
C 0.102 -0.993 -3.000 0.8869 -0.8987 1.5115 -0.408
C 1.409 3.596 -2.313 -0.1847 -0.3313 0.2418 -0.191
C -0.469 3.496 4.332 0.2561 0.0183 0.0140 -0.087
C -2.383 -4.726 6.445 0.3254 -0.2770 0.0145 -0.006
C -3.797 -2.328 1.278 0.2303 0.0286 -0.1625 -0.074
C 0.944 -2.661 1.596 -0.1365 0.0850 -0.2514 -0.094
C -1.575 3.425 2.380 -0.1088 -0.2350 0.0703 -0.578
C 5.329 4.038 -6.342 0.2562 0.1173 0.1269 -0.092
C 4.601 0.403 -1.041 0.1507 -0.3341 -0.7030 0.004
C -1.817 1.637 5.424 -0.3910 0.0447 -0.0965 -0.015
C -6.225 -2.011 0.631 -0.2514 -0.1570 0.2400 -0.014
C 1.727 -4.932 2.421 0.2064 0.0221 0.3398 -0.012
C 4.518 3.727 -8.728 -0.3374 -0.1023 -0.0105 -0.020
C 3.397 4.901 -5.585 -0.1225 0.2441 -0.1583 -0.555
C 0.676 -3.854 2.479 0.3875 -0.4109 -0.1236 -0.323
C -1.152 -0.783 -2.150 0.2376 1.5344 -0.4912 -0.716
C -0.952 2.594 -2.451 0.3447 -0.7202 -0.8914 -0.400
C -2.777 -4.671 4.992 0.2621 0.0421 0.6553 -0.323
C 2.861 3.311 -2.667 -1.1280 0.0873 -0.5367 -0.164
C -4.059 -5.387 4.664 -0.2525 0.1046 -0.0678 -0.082
C -1.126 2.145 4.185 -0.0568 -0.2589 0.5588 -0.325
C 4.549 4.605 -7.502 0.0547 -0.3381 -0.5002 -0.329
C -4.124 -1.971 3.470 -0.1508 0.1760 -0.1088 -0.554
C 3.813 1.679 -1.234 0.1199 -1.8143 -0.7521 -0.575
C 0.462 2.652 -3.057 -0.0357 0.8063 0.2193 -0.263
H 0.344 3.094 -4.046 -0.0804 -0.1666 -0.2451 0.116
H 0.338 1.864 0.547 -0.4052 -0.0484 -0.3003 -0.153
H -2.799 -3.640 4.649 0.1062 -0.2280 0.0311 0.112
H 2.004 -2.399 1.537 0.0199 -0.1065 0.0590 0.138
H 5.498 3.691 -9.203 0.0093 0.0464 0.0271 0.092
H 0.556 3.436 4.691 0.0526 0.0698 -0.2009 0.141
H 1.121 4.602 -2.610 0.2731 0.2469 0.0386 0.115
H 1.699 -5.445 1.461 -0.0743 0.0092 0.0022 0.094
H -3.174 -1.948 0.473 0.1621 0.0810 0.1397 0.126
H 3.791 4.102 -9.448 0.0961 0.0881 -0.0300 0.090
H 3.406 1.593 -4.521 -0.1532 0.1804 -0.1171 0.083
H 0.901 1.672 -3.219 0.0105 -0.1361 0.2250 0.067
H 6.384 4.299 -6.366 -0.0424 0.1063 0.1756 0.141
H -1.643 2.639 -3.276 -0.3525 -0.0677 -0.0563 -0.011
H 4.215 2.710 -8.471 0.0516 0.0092 0.0578 0.090
H 1.264 3.528 -1.240 0.0348 -0.0910 0.1905 0.084
H 1.029 -0.668 -2.532 0.0423 0.3896 0.1023 0.126
H 3.954 -0.469 -1.112 -0.1562 -0.0933 0.0686 0.081
H -4.938 -4.755 4.770 0.0002 0.0074 -0.2067 0.140
H 0.548 -2.776 0.589 -0.1337 0.1571 0.0568 0.129
H -2.422 0.761 5.191 0.1704 -0.1037 0.0172 0.081
H 3.653 0.173 -3.528 0.0972 -0.1841 -0.1341 0.082
H -6.369 -3.087 0.739 0.0870 -0.0039 -0.0114 0.091
H -4.901 -0.468 1.319 0.1064 -0.0250 0.0505 0.161
H -2.492 2.394 5.830 0.0643 0.0679 -0.0188 0.089
H 4.905 1.419 -3.568 0.1318 0.0601 -0.3560 0.089
H 3.523 4.007 -2.161 0.2210 -0.1793 0.2063 0.134
H -4.202 -6.303 5.243 0.0958 0.0256 0.0530 0.139
H -6.057 -1.781 -0.421 0.0499 0.0577 0.0272 0.090
H 5.354 0.276 -1.817 0.0879 -0.0118 -0.0285 0.068
H -3.060 -4.121 7.049 -0.0091 0.0531 -0.0738 0.095
H 4.898 5.608 -7.764 0.0132 0.0154 0.1024 0.161
H -2.402 -5.753 6.817 -0.0768 0.0053 -0.0284 0.088
H -1.195 3.446 -1.818 0.1084 -0.1250 0.4306 0.101
H 5.228 2.954 -6.250 -0.0517 -0.0043 -0.1280 0.132
H -0.420 1.395 3.816 -0.0085 0.0377 -0.0263 0.147
H -1.035 4.179 4.970 -0.0757 -0.0919 0.0236 0.138
H 1.565 -5.661 3.215 -0.1224 -0.0574 -0.0950 0.091
H -3.977 -3.395 1.120 -0.1210 0.0276 0.0040 0.143
H -1.089 1.368 6.189 0.0406 -0.0494 -0.0735 0.095
H -1.366 -4.358 6.577 -0.0636 0.1512 -0.0182 0.090
H 2.724 -4.512 2.569 -0.0325 0.0530 -0.0549 0.088
H 2.932 3.510 -3.732 0.2581 -0.3172 0.2284 0.071
H -2.039 1.192 -0.286 -0.0443 -0.1186 -0.3089 -0.033
H -7.149 -1.532 0.954 0.0486 0.1175 -0.0792 0.090
H 5.111 0.409 -0.089 -0.1361 0.1543 0.2775 0.084
H -0.307 -4.281 2.285 -0.1073 0.0321 -0.0043 0.137
```
Positions in Å, forces in eV/Å.

The HOMO energy is -8.66 eV. The net charge is 0. The HOMO-LUMO gap is 9.0 eV.

=====

Calculated total energy (computed, eV): -79036.5084 -104181.5846